This record from OMol25 describes C25H34AsBeN4O2S as an isolated structure. The level of theory is ωB97M-V/def2-TZVPD.

Atoms and positions in Å:
Be (-0.839, 0.131, -0.732)
C (5.540, -0.878, 4.006)
C (4.658, -0.722, 2.810)
C (3.279, -0.634, 2.969)
C (2.451, -0.512, 1.871)
C (2.995, -0.485, 0.600)
C (4.363, -0.564, 0.417)
C (5.189, -0.678, 1.522)
S (1.886, -0.449, -0.799)
O (2.283, -1.445, -1.752)
O (1.738, 0.899, -1.303)
N (0.407, -0.772, -0.198)
C (0.010, -2.039, 0.114)
C (0.775, -3.107, 0.545)
C (0.154, -4.324, 0.856)
C (-1.201, -4.507, 0.722)
C (-2.006, -3.461, 0.231)
C (-3.388, -3.544, -0.033)
C (-4.043, -2.457, -0.561)
C (-3.333, -1.281, -0.819)
N (-2.045, -1.155, -0.563)
C (-1.384, -2.221, -0.058)
H (5.006, -0.614, 4.915)
H (6.427, -0.256, 3.924)
H (5.878, -1.910, 4.096)
H (2.851, -0.663, 3.959)
H (1.380, -0.467, 1.991)
H (4.765, -0.548, -0.585)
H (6.257, -0.737, 1.377)
H (1.845, -3.004, 0.637)
H (0.769, -5.138, 1.210)
H (-1.658, -5.452, 0.968)
H (-3.914, -4.467, 0.159)
H (-5.096, -2.497, -0.790)
H (-3.822, -0.420, -1.257)
C (-0.111, -1.059, -3.811)
As (-0.616, 0.601, -2.952)
C (0.521, 1.919, -3.838)
C (-2.243, 1.004, -4.010)
H (-0.034, -0.937, -4.894)
H (-0.856, -1.829, -3.594)
H (0.853, -1.389, -3.425)
H (-0.024, 2.860, -3.943)
H (0.775, 1.542, -4.834)
H (1.431, 2.081, -3.265)
H (-2.506, 2.061, -3.912)
H (-3.092, 0.404, -3.687)
H (-2.047, 0.792, -5.064)
C (-2.035, 1.186, 1.477)
C (-2.470, 2.439, 2.274)
N (-1.776, 3.607, 1.767)
C (-0.346, 3.360, 1.774)
C (0.001, 2.243, 0.766)
N (-1.240, 1.588, 0.294)
C (-2.012, 2.600, -0.458)
C (-2.208, 3.866, 0.408)
H (-2.908, 0.636, 1.127)
H (-1.422, 0.516, 2.083)
H (-2.238, 2.324, 3.334)
H (-3.544, 2.613, 2.178)
H (-0.059, 3.078, 2.788)
H (0.170, 4.289, 1.525)
H (0.642, 1.486, 1.212)
H (0.523, 2.629, -0.111)
H (-2.968, 2.154, -0.740)
H (-1.462, 2.842, -1.373)
H (-3.255, 4.174, 0.434)
H (-1.622, 4.700, 0.022)

Computed properties:
net charge = +1
energy = -108605.5060 eV

This record from OMol25 describes C5H11N2O as an isolated structure. The level of theory is ωB97M-V/def2-TZVPD.

Atoms and positions in Å:
C (2.245, -0.128, 0.681)
O (3.415, -0.620, 0.320)
C (1.405, 0.783, -0.353)
C (0.010, 1.161, 0.007)
C (-1.146, 0.518, -0.340)
C (-2.060, -0.401, 0.658)
N (-2.957, -1.544, 0.337)
N (-1.457, 0.333, -1.732)
H (2.516, 0.722, 1.538)
H (1.564, -0.775, 1.177)
H (1.377, 0.324, -1.427)
H (2.030, 1.724, -0.337)
H (2.955, 1.212, 2.036)
H (-0.110, 2.041, 0.659)
H (-1.687, -0.327, 1.698)
H (-3.127, -0.100, 0.506)
H (-2.269, -2.353, 0.449)
H (-1.939, -0.558, -1.695)
H (-0.466, -0.072, -1.305)

Computed properties:
net charge = -1
energy = -10380.0661 eV
relative energy (zero: lowest compared OMol25 entry of this formula, charge and spin) = 10.472 eV

This record from OMol25 describes a 5-piece molecular cluster, C30H53BrFN2O15PS5 overall. The level of theory is ωB97M-V/def2-TZVPD.

Atoms and positions in Å:
H (2.744, -0.182, -0.972)
N (3.427, -0.362, -0.224)
C (3.041, -1.310, 0.528)
C (4.061, -1.771, 1.572)
C (1.688, -2.015, 0.379)
C (0.613, -1.637, 1.465)
P (-0.142, -3.402, 1.773)
O (-0.108, -3.670, 3.409)
Br (-2.328, -3.380, 1.246)
O (1.411, -1.190, 2.599)
S (0.638, -0.589, 3.869)
O (1.096, 0.764, 4.102)
O (0.791, -1.397, 5.049)
C (-1.148, -0.468, 3.526)
F (-1.865, -1.555, 3.872)
C (-1.347, 0.009, 2.066)
O (-2.746, -0.278, 1.714)
C (-3.450, 0.795, 1.514)
N (-3.903, 1.833, 1.298)
C (-0.423, -0.585, 0.978)
C (0.199, 0.617, 0.212)
C (-0.875, 1.602, -0.343)
C (-0.129, 2.601, -1.269)
C (0.699, 3.634, -0.516)
O (1.066, 4.619, -1.092)
O (0.993, 3.470, 0.817)
C (2.390, 3.226, 1.033)
C (2.753, 3.467, 2.499)
H (3.904, -1.155, 2.462)
H (3.985, -2.839, 1.789)
H (5.051, -1.516, 1.188)
H (1.882, -3.093, 0.472)
H (1.259, -1.903, -0.621)
H (-0.964, -4.044, 3.655)
H (-1.477, 0.348, 4.177)
H (-1.282, 1.098, 2.130)
H (-1.052, -1.093, 0.237)
H (0.629, 0.201, -0.691)
H (0.928, 1.120, 0.846)
H (-1.328, 2.188, 0.458)
H (-1.590, 0.999, -0.910)
H (-0.891, 3.167, -1.813)
H (0.494, 2.086, -1.998)
H (2.659, 2.182, 0.806)
H (3.000, 3.841, 0.364)
H (2.362, 2.654, 3.119)
H (2.357, 4.424, 2.843)
H (3.843, 3.423, 2.573)
O (0.435, -0.934, -4.398)
S (1.788, -0.896, -3.900)
O (2.126, -0.128, -2.717)
C (2.374, -2.572, -3.697)
C (2.990, -2.918, -5.049)
C (3.788, -1.678, -5.473)
C (2.894, -0.453, -5.239)
H (1.544, -3.219, -3.418)
H (3.128, -2.566, -2.908)
H (3.621, -3.802, -4.983)
H (2.201, -3.119, -5.777)
H (4.688, -1.598, -4.861)
H (4.103, -1.737, -6.513)
H (3.468, 0.424, -4.949)
H (2.283, -0.225, -6.110)
O (-7.143, 4.589, -1.614)
S (-7.829, 3.389, -1.207)
O (-8.301, 2.426, -2.171)
C (-6.840, 2.555, 0.027)
C (-7.297, 3.159, 1.349)
C (-8.827, 3.247, 1.262)
C (-9.175, 3.844, -0.108)
H (-5.785, 2.717, -0.178)
H (-7.075, 1.492, -0.025)
H (-6.974, 2.555, 2.195)
H (-6.875, 4.159, 1.467)
H (-9.254, 2.246, 1.346)
H (-9.244, 3.849, 2.069)
H (-10.106, 3.446, -0.504)
H (-9.223, 4.931, -0.073)
O (-3.968, -4.876, -4.729)
S (-3.823, -4.737, -3.302)
O (-2.897, -5.547, -2.551)
C (-3.534, -3.013, -2.926)
C (-4.931, -2.424, -2.754)
C (-5.719, -3.454, -1.934)
C (-5.450, -4.834, -2.548)
H (-2.968, -2.550, -3.732)
H (-2.971, -2.966, -1.994)
H (-4.897, -1.454, -2.260)
H (-5.402, -2.290, -3.730)
H (-5.370, -3.438, -0.898)
H (-6.785, -3.231, -1.923)
H (-5.447, -5.621, -1.799)
H (-6.166, -5.071, -3.333)
O (8.111, 0.927, 0.539)
S (7.635, 0.303, 1.747)
O (7.122, -1.045, 1.748)
C (8.898, 0.455, 3.004)
C (8.596, 1.788, 3.682)
C (7.072, 1.832, 3.858)
C (6.444, 1.397, 2.529)
H (9.880, 0.415, 2.540)
H (8.776, -0.377, 3.697)
H (9.116, 1.878, 4.634)
H (8.918, 2.613, 3.042)
H (6.777, 1.140, 4.650)
H (6.728, 2.824, 4.148)
H (5.510, 0.858, 2.674)
H (6.283, 2.242, 1.862)

Computed properties:
net charge = 0
SMILES string = [H]/N=C(/C)C[C@@]1(P(O)Br)OS(=O)(=O)[C@H](F)[C@H](OC#N)[C@H]1CCCC(=O)OCC.O=S1(=O)CCCC1.O=S1(=O)CCCC1.O=S1(=O)CCCC1.O=S1(=O)CCCC1
energy = -201883.5813 eV

no.,F_max (eV/Å),HOMO (eV)
1,1.48,-10.9503
2,8.57,-2.5574
3,3.84,-9.3097